## a
{"formula": "CH4N2O2", "method": "ωB97M-V/def2-TZVPD", "species": ["N", "N", "C", "O", "O", "H", "H", "H", "H"], "positions_angstrom": [[-0.759, -1.056, -0.006], [0.531, -1.273, -0.235], [0.205, 1.235, 0.087], [-1.023, 0.077, 0.682], [0.885, 1.816, 0.864], [-1.320, -1.110, -0.860], [0.990, -1.303, 0.679], [0.841, -0.085, -0.446], [-0.350, 1.699, -0.764]], "lowdin_charge": [-0.251, 0.034, -0.223, -0.132, 0.097, 0.132, 0.095, 0.116, 0.132], "lumo_ev": [-0.73, -0.73], "gap_ev": [8.33, 8.32], "total_charge": 0}

## b
{"formula": "CH4N2O2", "method": "ωB97M-V/def2-TZVPD", "species": ["C", "N", "N", "O", "O", "H", "H", "H", "H"], "positions_angstrom": [[-1.598, -0.630, -0.488], [1.595, 0.564, 0.493], [-0.499, -0.119, 0.097], [-1.795, -0.933, -1.639], [0.755, 0.114, -0.655], [-2.383, -0.640, 0.348], [2.541, 0.162, 0.258], [1.553, 1.664, 0.520], [-0.170, -0.182, 1.066]], "lowdin_charge": [-0.393, -0.006, 0.015, 0.037, -0.154, 0.145, 0.103, 0.132, 0.122], "smiles": "NONC=O", "lumo_ev": 0.78, "gap_ev": 10.45, "total_charge": 0}

## c
{"formula": "CH4N2O2", "method": "ωB97M-V/def2-TZVPD", "species": ["C", "N", "N", "O", "O", "H", "H", "H", "H"], "positions_angstrom": [[-0.393, 0.387, 0.340], [1.220, -1.088, 0.206], [0.422, -0.375, -0.472], [0.272, -0.344, -1.692], [1.924, -2.075, -0.492], [0.130, 1.251, 0.713], [-0.864, -0.379, 1.092], [-1.379, 0.682, -0.162], [1.725, -1.898, -1.391]], "lowdin_charge": [-0.039, 0.053, -0.438, -0.004, 0.022, 0.094, 0.137, 0.126, 0.048], "smiles": "C/[N+]([O-])=N/O", "lumo_ev": 0.68, "gap_ev": 10.36, "total_charge": 0}

## d
{"formula": "CH4N2O2", "method": "ωB97M-V/def2-TZVPD", "species": ["C", "N", "N", "O", "O", "H", "H", "H", "H"], "positions_angstrom": [[-1.037, 1.005, 0.159], [-0.186, 0.557, 0.954], [0.753, -1.120, -1.167], [1.267, -1.930, -1.892], [1.193, -1.298, 0.096], [-1.105, 0.458, -0.790], [-1.553, 1.954, 0.224], [0.705, -0.557, 0.518], [-0.037, 0.932, 1.898]], "lowdin_charge": [-0.053, 0.035, -0.134, -0.013, -0.029, 0.069, 0.077, -0.053, 0.101], "smiles": "O=NO.C=N", "lumo_ev": 0.54, "gap_ev": 10.28, "total_charge": 0}

Quick one: least stable of them? a

## a
{"formula": "CH4N2O2", "method": "ωB97M-V/def2-TZVPD", "species": ["C", "H", "H", "H", "H", "N", "N", "O", "O"], "positions_angstrom": [[-0.954, -0.495, 0.071], [-1.322, -0.056, 0.848], [-1.208, -0.178, -1.132], [-1.371, -1.414, 0.250], [1.078, -1.025, -0.105], [0.493, -0.446, 0.299], [1.006, 0.878, 0.032], [1.239, 1.610, 0.888], [1.039, 1.126, -1.152]], "lowdin_charge": [-0.058, 0.014, 0.169, 0.049, 0.054, 0.021, -0.460, 0.148, 0.064], "smiles": "CN[N+](=O)[O-]", "lumo_ev": 0.50, "gap_ev": 10.57, "total_charge": 0}

## b
{"formula": "CH4N2O2", "method": "ωB97M-V/def2-TZVPD", "species": ["C", "N", "N", "O", "O", "H", "H", "H", "H"], "positions_angstrom": [[0.993, -0.654, 0.109], [-2.741, 0.057, 0.189], [0.261, 1.507, 0.024], [-1.857, -0.636, -0.094], [0.094, 0.272, -0.481], [0.429, -1.520, 0.455], [1.508, -0.172, 0.941], [1.708, -0.961, -0.654], [-0.396, 2.107, -0.488]], "lowdin_charge": [-0.086, 0.091, 0.081, -0.067, -0.319, 0.079, 0.084, 0.087, 0.050], "lumo_ev": [0.52, -0.27], "gap_ev": [9.43, 8.18], "total_charge": 0}

## c
{"formula": "CH4N2O2", "method": "ωB97M-V/def2-TZVPD", "species": ["C", "N", "N", "O", "O", "H", "H", "H", "H"], "positions_angstrom": [[1.204, 0.493, 0.175], [-1.897, -1.005, -0.120], [-0.893, -0.356, -0.089], [-0.929, 1.100, -0.840], [0.269, -0.500, 0.504], [2.231, 0.306, 0.511], [0.810, 1.492, 0.488], [1.230, 0.386, -0.863], [-2.025, -1.917, 0.235]], "lowdin_charge": [-0.079, 0.210, -0.251, -0.204, -0.041, 0.103, 0.110, 0.064, 0.088], "smiles": "[H]/N=[N+](/[O-])OC", "lumo_ev": 0.29, "gap_ev": 9.78, "total_charge": 0}

Quick one: least stable of them? c

## a
{"formula": "C30H33N2O", "method": "ωB97M-V/def2-TZVPD", "species": ["C", "C", "C", "C", "C", "C", "N", "C", "C", "O", "C", "C", "C", "C", "H", "H", "H", "H", "H", "H", "H", "H", "H", "H", "H", "H", "H", "H", "H", "C", "C", "N", "C", "C", "C", "C", "C", "C", "C", "C", "C", "C", "C", "C", "C", "C", "C", "C", "H", "H", "H", "H", "H", "H", "H", "H", "H", "H", "H", "H", "H", "H", "H", "H", "H", "H"], "positions_angstrom": [[-4.335, 0.531, -2.944], [-3.901, 1.800, -2.534], [-2.589, 1.993, -2.116], [-1.681, 0.907, -2.103], [-0.329, 1.103, -1.618], [0.704, 0.227, -1.888], [1.971, 0.589, -2.232], [2.858, -0.533, -2.600], [4.298, -0.081, -2.521], [4.502, 1.099, -3.303], [3.698, 2.196, -2.873], [2.209, 1.867, -2.917], [-2.103, -0.349, -2.593], [-3.426, -0.536, -2.981], [-5.363, 0.388, -3.292], [-4.591, 2.647, -2.545], [-2.240, 2.975, -1.782], [-0.078, 2.079, -1.191], [0.558, -0.852, -1.741], [2.660, -1.356, -1.911], [2.632, -0.848, -3.632], [4.568, 0.081, -1.463], [4.951, -0.837, -2.977], [3.967, 2.510, -1.847], [3.926, 2.998, -3.589], [1.891, 1.792, -3.975], [1.629, 2.656, -2.431], [-1.386, -1.169, -2.626], [-3.744, -1.514, -3.343], [-3.729, 0.258, 0.591], [-2.670, -0.696, 0.924], [-2.927, -2.010, 1.100], [-4.211, -2.638, 0.843], [-1.775, -2.686, 1.507], [-0.725, -1.743, 1.583], [0.525, -2.191, 2.006], [0.673, -3.534, 2.403], [-0.395, -4.442, 2.331], [-1.651, -4.018, 1.874], [-1.286, -0.458, 1.154], [-0.626, 0.759, 0.991], [0.519, 1.112, 1.795], [0.654, 0.646, 3.131], [1.793, 0.910, 3.876], [2.841, 1.646, 3.309], [4.125, 1.835, 4.053], [2.672, 2.218, 2.044], [1.514, 1.995, 1.312], [-3.343, 1.268, 0.725], [-4.056, 0.159, -0.452], [-4.604, 0.115, 1.242], [-4.118, -3.703, 1.066], [-4.999, -2.202, 1.469], [-4.498, -2.511, -0.212], [1.358, -1.492, 2.052], [1.639, -3.870, 2.785], [-0.245, -5.480, 2.625], [-2.511, -4.686, 1.808], [-1.153, 1.563, 0.479], [-0.150, 0.042, 3.565], [1.883, 0.527, 4.891], [4.775, 2.512, 3.497], [3.952, 2.245, 5.053], [4.649, 0.880, 4.175], [3.460, 2.849, 1.641], [1.384, 2.453, 0.332]], "lowdin_charge": [-0.099, -0.087, -0.048, -0.242, -0.116, -0.072, -0.092, -0.125, -0.180, -0.127, -0.179, -0.113, -0.036, -0.091, 0.110, 0.113, 0.119, 0.093, 0.135, 0.127, 0.141, 0.131, 0.136, 0.126, 0.136, 0.146, 0.118, 0.108, 0.109, 0.019, -0.154, -0.015, 0.024, -0.152, -0.102, -0.015, -0.060, -0.062, 0.002, -0.096, 0.068, -0.199, -0.027, -0.019, -0.257, -0.041, -0.024, -0.002, 0.093, 0.074, 0.108, 0.086, 0.107, 0.109, 0.109, 0.110, 0.111, 0.109, 0.112, 0.130, 0.127, 0.080, 0.092, 0.093, 0.116, 0.103], "lumo_ev": -4.16, "gap_ev": 5.72, "total_charge": 1}

## b
{"formula": "C30H33N2O", "method": "ωB97M-V/def2-TZVPD", "species": ["C", "C", "C", "C", "N", "C", "C", "O", "C", "C", "C", "H", "H", "H", "H", "H", "H", "H", "H", "H", "H", "H", "H", "H", "H", "H", "C", "N", "C", "C", "C", "C", "C", "C", "C", "C", "C", "C", "C", "C", "C", "C", "C", "C", "C", "C", "C", "C", "H", "H", "H", "H", "H", "H", "H", "H", "H", "H", "H", "H", "H", "H", "H", "H", "H", "H"], "positions_angstrom": [[2.129, 0.478, 4.001], [1.203, -0.658, 4.464], [0.184, -0.887, 3.304], [0.137, 0.472, 2.668], [-0.943, 1.036, 2.170], [-2.260, 0.360, 2.245], [-3.300, 0.986, 1.321], [-3.249, 2.413, 1.346], [-2.009, 2.908, 0.843], [-0.789, 2.399, 1.597], [1.381, 1.251, 2.894], [2.385, 1.162, 4.815], [3.055, 0.044, 3.621], [1.717, -1.564, 4.802], [0.625, -0.281, 5.317], [-0.794, -1.029, 3.787], [-2.153, -0.699, 1.973], [-2.643, 0.384, 3.285], [-3.152, 0.576, 0.296], [-4.307, 0.737, 1.691], [-1.892, 2.650, -0.230], [-2.085, 3.993, 0.988], [-0.561, 3.107, 2.410], [0.063, 2.401, 0.902], [1.210, 2.292, 3.219], [1.952, 1.300, 1.949], [6.296, -3.715, 4.538], [5.405, -4.484, 3.690], [5.670, -5.910, 3.636], [4.236, -3.943, 3.210], [4.185, -2.579, 2.810], [2.982, -2.034, 2.371], [1.786, -2.743, 2.530], [0.421, -2.065, 2.368], [-0.764, -3.013, 2.674], [-1.658, -3.038, 1.595], [-2.940, -3.572, 1.740], [-3.316, -4.050, 2.997], [-2.402, -4.082, 4.063], [-1.114, -3.547, 3.910], [-1.056, -2.310, 0.463], [0.183, -1.773, 0.862], [1.037, -1.224, -0.085], [0.543, -1.033, -1.386], [-0.778, -1.365, -1.711], [-1.578, -2.064, -0.804], [1.859, -4.114, 2.772], [3.064, -4.724, 3.091], [6.119, -2.644, 4.399], [6.149, -3.967, 5.603], [7.332, -3.955, 4.275], [5.410, -6.320, 2.650], [6.746, -6.063, 3.798], [5.124, -6.484, 4.405], [5.099, -1.976, 2.806], [2.995, -1.042, 1.907], [-3.610, -3.585, 0.878], [-4.342, -4.382, 3.171], [-2.690, -4.514, 5.023], [-0.401, -3.527, 4.736], [2.063, -0.951, 0.158], [1.207, -0.599, -2.134], [-1.169, -1.097, -2.692], [-2.587, -2.407, -1.042], [0.948, -4.706, 2.722], [3.064, -5.796, 3.296]], "lowdin_charge": [-0.143, -0.089, -0.147, -0.099, 0.057, -0.056, -0.156, -0.114, -0.162, -0.075, -0.080, 0.121, 0.089, 0.130, 0.126, 0.145, 0.114, 0.156, 0.136, 0.144, 0.137, 0.141, 0.138, 0.142, 0.132, 0.145, -0.057, -0.213, -0.067, -0.228, 0.001, -0.064, -0.169, -0.208, -0.144, -0.133, -0.005, -0.064, -0.052, -0.024, -0.131, -0.091, -0.012, -0.062, -0.070, -0.010, -0.014, 0.004, 0.072, 0.096, 0.090, 0.096, 0.088, 0.091, 0.113, 0.100, 0.117, 0.111, 0.111, 0.130, 0.103, 0.109, 0.109, 0.119, 0.120, 0.110], "smiles": "CN(C)c1ccc(C2([C@H]3CCCC3=[N+]3CCOCC3)c3ccccc3-c3ccccc32)cc1", "lumo_ev": -3.39, "gap_ev": 6.35, "total_charge": 1}

Quick one: least stable of them? a

## a
{"formula": "C6H4N2", "method": "ωB97M-V/def2-TZVPD", "species": ["C", "C", "C", "C", "C", "C", "H", "H", "H", "H", "N", "N"], "positions_angstrom": [[-0.318, 2.946, 0.625], [-0.508, 1.769, 0.470], [-0.752, 0.368, 0.611], [-0.056, -0.488, -0.223], [0.894, -0.563, -1.348], [-0.255, -1.816, 0.134], [-0.021, 4.096, 1.032], [-1.151, -0.189, 1.548], [1.537, 0.352, -1.605], [-0.929, -2.021, 0.972], [1.159, -1.848, -1.547], [0.400, -2.607, -0.668]], "lowdin_charge": [0.098, -0.153, -0.009, -0.258, -0.082, -0.166, 0.137, 0.151, 0.135, 0.116, 0.016, 0.016], "smiles": "C#CC=C1C=NN=C1", "lumo_ev": -1.63, "gap_ev": 8.14, "total_charge": 0}

## b
{"formula": "C6H4N2", "method": "ωB97M-V/def2-TZVPD", "species": ["C", "C", "C", "C", "C", "C", "H", "H", "H", "H", "N", "N"], "positions_angstrom": [[2.948, -0.276, 0.019], [1.507, -0.322, -0.088], [0.654, 0.752, -0.032], [-0.793, 0.710, 0.191], [-1.525, -0.382, 0.392], [-2.895, -0.261, 0.017], [1.166, -1.315, -0.186], [1.051, 1.761, -0.230], [-1.323, 1.622, 0.349], [-1.127, -1.386, 0.587], [4.112, -0.134, -0.124], [-3.990, -0.154, -0.377]], "lowdin_charge": [-0.201, -0.081, -0.050, -0.089, -0.090, -0.228, 0.087, 0.122, 0.112, 0.121, 0.145, 0.152], "smiles": "N#C/C=C/C=C/C#N", "lumo_ev": -1.67, "gap_ev": 8.14, "total_charge": 0}

Quick one: least stable of them? a